(1)
Here is a structure of composition C27H49F2NO2Si2Ti at a distorted geometry from the OMol25 dataset. Energies are from the ωB97M-V functional and the def2-TZVPD basis.

## Properties
Multiplicity ... 2
E_HOMO (spin up / spin down) ... -11.271 / -11.677 eV
DFT total energy ... -2891.33653 Eh
Total charge ... +1

Positions of all 84 atoms, in Å:
O -2.0255 -0.5703 -3.0906
O -6.7293 -1.1961 -0.8390
C -2.4546 0.5608 -3.8115
C -1.6572 0.6331 -5.0947
H -2.2594 1.4559 -3.1911
H -3.5449 0.5740 -3.9897
H -0.5854 0.6991 -4.8544
H -1.9727 1.4873 -5.7049
H -1.8175 -0.2663 -5.7098
C -2.8103 -1.7991 -3.0747
C -4.1991 -1.8214 -3.6842
H -2.8920 -2.1070 -2.0134
H -2.1712 -2.5611 -3.5316
H -4.9538 -1.4344 -2.9798
H -4.4278 -2.8850 -3.8697
H -4.2460 -1.2461 -4.6181
C -5.9590 -1.8090 0.1884
C -6.9922 0.1655 -0.5579
C -5.7820 -3.3108 -0.0339
H -6.4094 -1.6650 1.2024
H -4.9540 -1.3215 0.1999
H -6.7119 -3.8173 -0.2822
H -5.4010 -3.7451 0.8925
H -5.0455 -3.4920 -0.8247
C -8.2181 0.7396 -1.2815
H -6.1051 0.7219 -0.9162
H -7.1141 0.3799 0.5274
H -8.1388 0.6548 -2.3702
H -8.2790 1.8033 -1.0218
H -9.1535 0.2691 -0.9544
H -1.6165 0.2748 -0.5143
Ti 0.2826 -0.0237 -0.5285
C -2.4314 0.9406 -0.1899
Si -2.1236 2.1197 1.1668
H -2.7415 1.5837 -1.0378
H -3.2178 0.2849 0.1293
C -3.1358 3.5622 0.4767
C -0.5630 2.8490 1.8056
C -2.9622 1.2528 2.5971
C 0.6976 -1.0776 -2.1395
Si 0.7500 -2.8126 -1.4186
H 1.6544 -0.6936 -2.6086
H -0.1359 -0.9201 -2.8205
C 0.5613 -4.0018 -2.8574
C -0.6658 -3.0617 -0.2090
C 2.3900 -3.1804 -0.6035
H -3.7216 0.5176 2.2949
H -3.4604 2.0050 3.2164
H -2.2096 0.7170 3.1903
H -2.6505 4.0044 -0.4015
H -3.2008 4.3222 1.2585
H -4.1633 3.2965 0.1892
H 0.0393 3.3280 1.0271
H 0.0487 2.1152 2.3404
H -0.8759 3.6292 2.5202
H -1.3623 -3.7621 -0.6990
H -1.2693 -2.1930 0.0925
H -0.2635 -3.5382 0.6983
H 2.4813 -4.2772 -0.5439
H 2.4650 -2.7518 0.4020
H 3.2114 -2.7846 -1.2156
H 1.1288 -4.9106 -2.6203
H 0.9557 -3.5609 -3.7825
H -0.4870 -4.2727 -3.0208
F 0.8334 -2.1249 4.5607
C 1.2371 -1.2594 3.5715
C 0.4355 -1.1690 2.4406
C 0.8801 -0.3182 1.4331
C 2.0397 0.5091 1.5744
C 2.7813 0.3228 2.7553
F 3.9723 1.0097 2.9205
C 2.4163 -0.5504 3.7524
C 2.3452 1.5202 0.5455
C 3.3578 2.4783 0.6086
C 3.4217 3.4664 -0.3705
C 2.5034 3.4784 -1.4231
C 1.5434 2.4850 -1.5136
N 1.4822 1.5362 -0.5338
H -0.4796 -1.7460 2.3317
H 3.0257 -0.6693 4.6401
H 4.0624 2.4062 1.4272
H 4.2060 4.2045 -0.2975
H 2.5369 4.2349 -2.1850
H 0.8165 2.3818 -2.3128



(2)
Here is a cluster of 6 separate species, C27H49F6O23P5 in total at a distorted geometry from the OMol25 dataset. Energies are from the ωB97M-V functional and the def2-TZVPD basis.

## Properties
E_HOMO ... -9.924 eV
DFT total energy ... -5095.16786 Eh
SMILES string ... O=C1OC(=O)C(C(F)(F)c2cccc(C(F)(F)F)c2)=C1F.COP(=O)(OC)OC.COP(=O)(OC)OC.COP(=O)(OC)OC.COP(=O)(OC)OC.COP(=O)(OC)OC

Positions of all 110 atoms, in Å:
O -7.0859 1.9572 6.2225
C -6.9077 1.9541 5.0595
O -7.7638 2.3786 4.0993
C -7.4714 1.6500 2.9232
O -8.2693 1.4576 2.0975
C -6.0824 1.1906 3.0597
C -5.1960 0.5787 2.0021
F -5.8092 0.6800 0.7995
F -4.0569 1.3049 1.9404
C -4.9026 -0.8738 2.3108
C -3.6842 -1.2812 2.8261
C -3.4891 -2.6226 3.1232
C -4.5026 -3.5387 2.9067
C -5.7212 -3.1267 2.3860
C -6.8202 -4.1237 2.1611
F -7.9478 -3.5619 1.7200
F -7.1256 -4.7908 3.2913
F -6.4527 -5.0551 1.2594
C -5.9290 -1.7895 2.0871
C -5.7219 1.3754 4.3233
F -4.5989 1.0986 4.9063
H -2.9000 -0.5628 2.9971
H -2.5506 -2.9530 3.5313
H -4.3489 -4.5780 3.1525
H -6.8757 -1.4551 1.6987
C 1.5193 -4.8830 0.9421
O 1.1758 -3.7912 0.0754
P -0.3105 -3.2322 0.0652
O -1.1005 -3.5753 1.2465
O -0.9271 -3.7393 -1.3135
C -0.5265 -4.9911 -1.8700
O -0.0615 -1.6972 -0.1701
C -0.7635 -0.9014 -1.1370
H 2.2719 -5.4843 0.4351
H 1.9364 -4.4930 1.8680
H 0.6556 -5.5067 1.1684
H -0.5096 -5.7766 -1.1137
H 0.4576 -4.8972 -2.3289
H -1.2549 -5.2544 -2.6324
H -1.1941 -1.5070 -1.9296
H -0.0471 -0.2146 -1.5824
H -1.5500 -0.3343 -0.6397
C 3.7650 -1.8599 -3.7928
O 4.0249 -0.5434 -4.3044
P 2.8550 0.5307 -4.3224
O 1.7467 0.2319 -3.4203
O 2.4497 0.6759 -5.8554
C 2.5284 -0.4453 -6.7379
O 3.6546 1.8546 -4.0181
C 3.5028 3.0753 -4.7496
H 4.3737 -2.5574 -4.3647
H 4.0503 -1.9060 -2.7441
H 2.7152 -2.1312 -3.8915
H 2.1024 -1.3400 -6.2832
H 3.5655 -0.6282 -7.0167
H 1.9557 -0.1975 -7.6273
H 3.0858 2.9232 -5.7417
H 4.4894 3.5203 -4.8608
H 2.8683 3.7609 -4.1904
C 7.3131 3.8687 -2.0027
O 6.3688 4.9407 -1.8720
P 6.9037 6.4380 -1.8159
O 8.2405 6.6361 -2.3660
O 6.7337 6.8652 -0.2916
C 6.8801 5.9028 0.7556
O 5.7381 7.2019 -2.5574
C 5.1229 8.3969 -2.0671
H 6.9230 3.0127 -1.4558
H 7.4202 3.6026 -3.0526
H 8.2878 4.1371 -1.5987
H 7.7596 5.2777 0.6006
H 5.9880 5.2808 0.8178
H 7.0004 6.4527 1.6848
H 5.2563 8.5163 -0.9952
H 4.0582 8.3298 -2.2808
H 5.5396 9.2581 -2.5873
C -6.8351 6.6270 -0.3652
O -7.4984 7.3089 0.7092
P -6.6823 7.6749 2.0223
O -5.2325 7.6893 1.8563
O -7.2193 6.6675 3.1330
C -7.6267 5.3443 2.7756
O -7.3472 9.0511 2.4162
C -7.7853 9.3838 3.7363
H -7.5645 5.9690 -0.8332
H -6.4830 7.3542 -1.0939
H -5.9919 6.0370 -0.0104
H -6.9067 4.8773 2.1004
H -8.6100 5.3725 2.3073
H -7.6855 4.7637 3.6876
H -7.9670 8.5006 4.3430
H -8.7155 9.9404 3.6428
H -7.0382 10.0129 4.2179
C 4.0129 -8.8909 -1.2452
O 4.6963 -9.1128 -0.0043
P 5.6400 -7.9759 0.5826
O 5.3816 -6.6379 0.0578
O 7.1196 -8.5151 0.3519
C 7.4332 -9.3220 -0.7858
O 5.4057 -8.1621 2.1310
C 6.4544 -8.2205 3.1033
H 3.9467 -9.8488 -1.7571
H 3.0099 -8.5182 -1.0460
H 4.5422 -8.1798 -1.8772
H 7.0015 -8.9087 -1.6976
H 7.0743 -10.3389 -0.6319
H 8.5150 -9.3340 -0.8849
H 7.4071 -8.5004 2.6618
H 6.1767 -8.9711 3.8402
H 6.5469 -7.2530 3.5941



(3)
Here is a structure of composition C27H50B2CaF4N8S3 at a distorted geometry from the OMol25 dataset. Energies are from the ωB97M-V functional and the def2-TZVPD basis.

## Properties
E_HOMO ... -7.525 eV
DFT total energy ... -3818.73110 Eh

Positions of all 95 atoms, in Å:
Ca -0.2237 -1.2684 -0.8803
C 2.4593 2.0355 -4.3164
C 2.0276 3.1115 -3.3135
C 0.5374 3.4117 -3.4851
C 2.8021 4.4188 -3.5441
N 2.3569 2.6097 -1.9711
C 3.6429 2.6537 -1.4778
C 3.6447 2.0616 -0.2684
N 2.3737 1.6381 0.0061
B 2.0237 1.0457 1.3788
N 2.3792 -0.4481 1.5165
C 2.5688 -0.9855 2.7631
C 3.0541 -2.2317 2.6162
N 3.1768 -2.4897 1.2694
C 2.7280 -1.3888 0.6053
S 2.5855 -1.1611 -1.0586
C 3.8665 -3.7105 0.8308
C 5.3100 -3.6163 1.3522
C 3.9138 -3.8707 -0.6830
C 3.1220 -4.9118 1.4280
N 0.5522 1.3652 1.7643
C 0.2515 2.6662 2.0626
C -0.9296 2.6947 2.7060
N -1.3913 1.3996 2.8098
C -0.4709 0.5955 2.1910
S -0.6088 -1.0564 1.8841
C -2.4794 1.0965 3.7468
C -3.7351 1.9015 3.3882
C -1.9824 1.4995 5.1434
C -2.8510 -0.3803 3.7633
C 1.5984 1.9414 -1.0573
S -0.0470 1.5875 -1.1530
H 2.2620 2.3682 -5.3323
H 1.9084 1.1143 -4.1302
H 3.5220 1.8256 -4.2118
H 0.3851 3.9063 -4.4413
H 0.1744 4.0656 -2.6967
H -0.0546 2.5029 -3.4692
H 2.4203 4.9138 -4.4331
H 3.8626 4.2404 -3.6979
H 2.6723 5.0912 -2.6977
H 4.4550 3.0977 -2.0091
H 4.4458 1.9188 0.4265
H 2.6956 1.6343 2.1791
H 2.3534 -0.4333 3.6547
H 3.3045 -2.9536 3.3619
H 5.8153 -2.7701 0.8891
H 5.8499 -4.5232 1.0979
H 5.3538 -3.4809 2.4298
H 4.3522 -3.0025 -1.1600
H 2.9198 -4.0259 -1.0873
H 4.5234 -4.7373 -0.9267
H 3.2212 -4.9664 2.5071
H 3.5113 -5.8306 1.0022
H 2.0662 -4.8455 1.1800
H 0.9195 3.4606 1.7986
H -1.4643 3.5293 3.1024
H -3.5118 2.9410 3.1693
H -4.4257 1.8769 4.2274
H -4.2313 1.4694 2.5250
H -1.8291 2.5730 5.2113
H -1.0397 0.9998 5.3558
H -2.7114 1.2055 5.8939
H -3.1922 -0.7045 2.7841
H -3.6519 -0.5365 4.4811
H -2.0028 -0.9946 4.0469
C -3.4645 2.4799 -2.4586
N -3.3271 1.3587 -1.5518
C -3.1551 1.8410 -0.1973
C -4.4782 0.4847 -1.6559
C -4.3365 -0.8199 -0.8759
N -3.1604 -1.6295 -1.1774
C -3.2534 -2.8203 -0.3402
C -3.1688 -2.0027 -2.5867
H -4.3438 3.1048 -2.2229
H -3.5657 2.1177 -3.4810
H -2.5651 3.0903 -2.3927
H -4.0727 2.3189 0.1889
H -2.3464 2.5673 -0.1794
H -2.8716 1.0125 0.4468
H -4.6380 0.2673 -2.7151
H -5.3961 0.9862 -1.2773
H -5.2522 -1.4085 -1.0811
H -4.3198 -0.5973 0.1933
H -4.2206 -3.3305 -0.4778
H -3.1566 -2.5347 0.7083
H -2.4645 -3.5236 -0.5785
H -4.1439 -2.4193 -2.8845
H -2.4094 -2.7541 -2.7792
H -2.9493 -1.1260 -3.1950
F -1.1859 -4.6593 -1.9383
B -0.0062 -4.0113 -1.7066
F 0.0550 -3.5665 -0.3571
F 1.0643 -4.7808 -2.0077
F 0.0020 -2.7923 -2.4631



(4)
Here is a structure of composition C27H50BrClNNbO11P at a distorted geometry from the OMol25 dataset. Energies are from the ωB97M-V functional and the def2-TZVPD basis.

## Properties
E_HOMO ... -3.819 eV
DFT total energy ... -5373.74245 Eh
Total charge ... -1

Positions of all 93 atoms, in Å:
C 5.8218 3.7094 2.3058
C 4.3151 3.8764 2.4917
C 3.4868 3.0303 1.5254
O 2.5162 2.2632 2.1968
Nb 0.6254 2.0843 1.5779
Br -0.1856 2.2981 4.1175
C -1.4985 2.0143 0.8410
N -1.9950 0.8000 0.1560
C 1.2459 1.9058 -0.5581
C 1.3032 0.4542 -0.9553
C 2.5522 -0.2625 -0.8108
O 2.0618 0.1190 -2.1063
C 0.3099 4.3758 1.5373
Cl 0.4316 5.0024 -0.1592
C -0.9213 4.9509 2.2687
C -1.7176 6.0450 1.5745
P 0.6970 -0.4769 2.0684
C -0.5065 -1.0951 3.2785
O 2.1275 -0.7820 2.8579
H 6.3762 4.5845 2.6387
H 6.0698 3.5462 1.2574
H 6.1928 2.8480 2.8587
H 4.0823 4.9323 2.3621
H 4.0370 3.5673 3.4948
H 3.0537 3.6560 0.7418
H 4.1690 2.3367 1.0176
H -2.1916 2.2749 1.6409
H -1.5754 2.8266 0.1119
H -1.8689 -0.0508 0.6823
H -1.6272 0.7037 -0.7773
H 2.2649 2.2436 -0.7511
H 0.5430 2.3735 -1.2473
H 0.4160 -0.1387 -0.7832
H 3.4233 0.2880 -0.4842
H 2.4254 -1.3080 -0.5995
H 1.1940 4.7663 2.0365
H -1.6009 4.1540 2.5511
H -0.5594 5.3768 3.2030
H -1.1106 6.9281 1.3838
H -2.1489 5.7078 0.6361
H -2.5314 6.3525 2.2310
H -0.4391 -2.1864 3.3126
H -1.5249 -0.8537 3.0040
H -0.3021 -0.7220 4.2806
H 2.4792 -1.6173 2.5245
O -3.5885 -0.3088 2.7691
C -4.1455 -1.3175 2.4698
O -4.3615 -1.6286 1.1644
C -5.1329 -2.8279 1.0502
C -4.9134 -3.5712 2.3687
C -4.7175 -2.4141 3.3501
H -6.1785 -2.5450 0.8984
H -4.7863 -3.3813 0.1803
H -5.7319 -4.2426 2.6195
H -3.9971 -4.1592 2.3067
H -5.6624 -2.0535 3.7601
H -4.0341 -2.6279 4.1670
O -8.3746 0.9395 -0.6383
C -7.3630 0.5295 -1.1292
O -7.3713 -0.5519 -1.9549
C -6.0260 -0.9056 -2.3268
C -5.2056 0.3618 -2.1255
C -5.9404 1.0277 -0.9660
H -5.6937 -1.7157 -1.6744
H -6.0246 -1.2565 -3.3558
H -4.1543 0.1663 -1.9278
H -5.2754 0.9877 -3.0168
H -5.5517 0.6887 -0.0031
H -5.9005 2.1122 -1.0035
O 3.2569 -2.9653 0.6458
C 4.2278 -3.4014 0.1095
O 4.1970 -4.5347 -0.6396
C 5.5166 -4.8743 -1.0884
C 6.3090 -3.5697 -1.0392
C 5.6418 -2.8497 0.1318
H 5.9250 -5.6303 -0.4134
H 5.4342 -5.3011 -2.0850
H 7.3790 -3.7266 -0.9230
H 6.1463 -3.0053 -1.9579
H 6.0884 -3.1103 1.0928
H 5.6165 -1.7680 0.0358
O -1.0527 -1.5814 -4.1908
C -0.0579 -2.0518 -4.6519
O -0.0909 -3.2354 -5.3343
C 1.2336 -3.6362 -5.7038
C 2.0573 -2.3523 -5.7021
C 1.3705 -1.5426 -4.6009
H 1.5951 -4.3564 -4.9651
H 1.1798 -4.1250 -6.6743
H 3.1171 -2.5297 -5.5304
H 1.9510 -1.8441 -6.6618
H 1.7755 -1.7466 -3.6106
H 1.3974 -0.4699 -4.7598



(5)
Here is a structure of composition C27H50Cl2KN2O2P at a distorted geometry from the OMol25 dataset. Energies are from the ωB97M-V functional and the def2-TZVPD basis.

## Properties
E_HOMO ... -8.089 eV
DFT total energy ... -3180.28553 Eh

Positions of all 85 atoms, in Å:
C -0.0781 -0.0155 4.1721
C -1.4763 -0.5341 3.8479
C -1.8446 -1.7903 4.6682
C -1.9973 -3.0335 3.7973
C -3.2710 -3.0215 2.9335
C -3.0314 -2.6703 1.4486
C -3.9693 -1.5893 0.9092
C -3.4064 -0.8895 -0.3320
C -3.7524 0.5889 -0.4243
C -3.3087 1.4148 0.7894
C -2.7432 2.7828 0.3990
C -1.2297 2.7588 0.2103
C -0.4889 3.0808 1.5017
C 1.0082 3.3565 1.2995
C 1.9321 2.3514 2.0016
C 3.3282 2.3049 1.3634
C 3.7156 0.9197 0.7999
C 3.7210 0.8892 -0.8262
C 2.7363 -0.1517 -1.4093
C 3.1825 -1.5243 -0.8328
C 3.1830 -2.6593 -1.8291
N 4.4130 -2.6081 -2.6253
O 2.7044 -0.2753 -2.7838
P 1.9025 1.0564 -3.5305
Cl 3.1707 0.8566 -5.3154
C 0.5712 -0.0294 -4.3191
C -0.2825 0.5651 -5.2426
C -1.3001 -0.2066 -5.7908
C -1.4479 -1.5336 -5.4171
N -0.6304 -2.1270 -4.5497
C 0.3369 -1.3754 -4.0362
O 0.9504 1.2000 -2.0373
C 1.3571 0.4070 -1.0163
Cl 0.1953 -0.9340 -0.5734
H 0.6780 -0.6206 3.6824
H 0.0982 -0.0889 5.2397
H 0.0366 1.0127 3.8529
H -1.5186 -0.7849 2.7931
H -2.2117 0.2450 4.0147
H -1.0294 -1.9879 5.3597
H -2.7511 -1.6399 5.2413
H -2.0522 -3.9019 4.4480
H -1.1150 -3.1447 3.1739
H -3.6923 -4.0193 2.9762
H -4.0024 -2.3433 3.3609
H -3.1919 -3.5767 0.8755
H -1.9976 -2.3761 1.3073
H -4.2109 -0.8818 1.6972
H -4.8964 -2.0895 0.6432
H -3.8138 -1.3835 -1.2100
H -2.3330 -1.0323 -0.3775
H -3.3142 0.9671 -1.3429
H -4.8340 0.6579 -0.5234
H -4.1706 1.5805 1.4264
H -2.5666 0.8453 1.3447
H -3.2021 3.0698 -0.5413
H -3.0040 3.5137 1.1581
H -0.9629 1.7471 -0.0985
H -0.9008 3.4112 -0.5904
H -0.6759 2.3140 2.2492
H -0.9477 3.9884 1.8908
H 1.2082 3.3346 0.2330
H 1.2358 4.3421 1.6911
H 1.9958 2.5974 3.0545
H 1.4517 1.3781 1.9308
H 4.0450 2.5234 2.1497
H 3.4118 3.0700 0.6025
H 3.0121 0.2058 1.2071
H 4.7454 0.6766 1.1660
H 3.4852 1.8962 -1.1369
H 4.7413 0.6666 -1.2203
H 4.2314 -1.4355 -0.5447
H 2.6488 -1.7735 0.0753
H 3.1871 -3.5878 -1.2653
H 2.2842 -2.6656 -2.4301
H 4.2887 -1.9728 -3.4027
H 4.6340 -3.5267 -2.9743
H 1.2318 2.1942 -4.0774
H 2.9068 1.9395 -3.0402
H -0.1618 1.6009 -5.5151
H -1.9913 0.2250 -6.4972
H -2.2455 -2.1229 -5.8348
H 0.9822 -1.8622 -3.3306
H 1.3490 1.0325 -0.1318
K 5.7547 0.2182 -0.0099